Below is a cluster of 2 separate species, C16H17N in total in a non-equilibrium geometry, with properties calculated with the ωB97M-V functional and the def2-TZVPD basis.

As for the strongest force on any atom: 1.63 eV Å⁻¹. The charge is 0. The SMILES is Cc1c[nH]c2ccccc12.Cc1ccccc1. The energy above the lowest of the compared OMol25 structures with the same formula, charge and spin is 11.6 kcal per mole.

```
34
Properties=species:S:1:pos:R:3:forces:R:3:mulliken_charge:R:1
C 0.574535 -1.244847 2.426853 0.558 -0.111 0.428 -0.504
C -0.655467 1.885131 -3.056236 -0.492 0.287 0.194 -0.687
C 1.769744 -0.128936 0.518369 -0.225 -0.060 -1.436 -1.327
H 1.016291 -0.065302 -0.276084 -0.342 0.198 0.560 0.055
H -0.888030 -2.986776 -0.420359 0.007 -0.251 0.449 0.437
H 2.378263 0.732349 0.305450 0.587 0.344 0.253 0.431
H 2.282152 -1.014982 0.145341 0.374 -0.258 0.768 0.369
C -0.690745 -2.205307 -1.125808 0.156 -0.540 -0.097 -0.181
C -0.889706 0.082350 -1.768872 -0.482 -0.225 -0.246 0.995
H 1.640897 1.994688 2.280717 0.084 -0.039 -0.338 0.397
C -0.403241 -0.332600 -3.019399 0.563 0.537 -0.277 -0.444
H 0.730757 1.941130 4.511397 -0.103 0.034 -0.176 0.322
C -1.523796 2.392926 -0.701613 0.362 -0.148 0.361 -1.264
C 0.110680 -0.074240 4.497363 0.096 -1.164 -0.978 -0.663
H -0.463447 -2.090739 4.069560 0.102 -0.422 0.267 0.366
H 0.480822 -1.780785 -4.276420 0.371 -0.271 -0.032 0.354
N -0.348699 0.790194 -3.824286 0.372 0.256 0.143 -0.080
H -0.548517 2.884936 -3.451280 -0.150 -0.069 -0.082 0.418
C 1.195188 1.072719 2.617842 -0.391 -0.978 1.015 -0.631
H -1.358386 1.901455 0.251280 -0.080 -0.292 0.213 0.253
H -0.900534 3.281490 -0.628173 -0.166 0.285 -0.261 0.343
C -1.091886 -0.926199 -0.825353 -0.419 -0.463 0.125 -0.333
H -1.578052 -0.793389 0.132730 0.069 0.421 0.009 0.407
H 0.582395 -2.184860 1.886860 -0.095 0.147 -0.208 0.367
H -2.576288 2.662765 -0.736710 -0.066 0.109 -0.151 0.302
C 0.109278 -1.599600 -3.280074 -0.616 -0.066 -0.564 -0.728
H 0.387775 -3.555376 -2.428313 -0.197 -0.164 -0.164 0.410
H -0.253651 -0.164425 5.510072 -0.014 0.569 0.061 0.391
C 0.071158 -1.229979 3.714247 -0.557 0.331 -0.099 -0.434
H 0.100964 0.900244 -4.714625 0.090 -0.400 0.001 0.192
C 0.652044 1.042696 3.901441 0.378 1.265 0.957 -0.302
C -0.044700 -2.573431 -2.321289 0.058 0.836 0.328 -0.674
C 1.208418 -0.120096 1.902046 -0.144 0.248 -0.989 1.147
C -1.076217 1.506794 -1.816673 0.309 0.054 -0.034 0.296
```
Positions in Å, forces in eV/Å.